Molecular formula: C5H6AgLiMgO4
Method: DFT, ωB97M-V with the def2-TZVPD basis set

Structure (XYZ):
```
18
C5H6AgLiMgO4 ωB97M-V with the def2-TZVPD basis set
O -0.71555 0.84355 -0.65410
C 0.19630 0.97887 -1.51919
O 1.29476 1.50733 -1.19654
Li 1.03512 1.74467 0.79723
Ag 2.79652 3.05319 -2.85771
O 0.58248 0.68941 2.26123
Mg -1.56287 -0.32644 0.60677
C -0.29899 -0.17792 2.35925
O -0.28917 -0.84204 3.50888
C -1.16029 -1.96248 3.64607
H -0.88058 -2.46052 4.57893
H -2.20582 -1.63261 3.70820
H -1.02803 -2.66175 2.80923
C -0.08220 0.58598 -2.91930
C 0.88010 0.16944 -3.74521
H -1.13846 0.51402 -3.18387
H 0.65535 -0.10193 -4.77630
H 1.92136 0.07925 -3.42359
```

Orbital gap: 0.268 hartree
Charge: +2
ΔE to the lowest compared entry with this formula, charge and spin: 0.00 kJ/mol

Results of the Mulliken charge analysis, in e, for atoms 1 through 4: -0.6851 1.2378 -0.7482 0.9898